39
Properties=species:S:1:pos:R:3 method="wB97M-V/def2-TZVPD" charge=0 lumo_ev=0.53 e_tot_ha=-918.6439 de_lowest_kcal_mol=7.8 homo_lumo_gap_ev=9.19 smiles="Cc1cccc(C)c1NC(=O)[C@H](NC=O)c1ccccc1" homo_ev=-8.661 multiplicity=1
C -2.6210 -1.9108 -1.2734
C -2.9505 -0.5916 -0.6572
C -4.2366 -0.0722 -0.7549
C -4.5738 1.1277 -0.1602
C -3.6244 1.8348 0.5562
C -2.3284 1.3576 0.6663
C -1.9977 0.1497 0.0443
N -0.6712 -0.3224 0.1844
C 0.1460 -0.7078 -0.8178
O -0.1066 -0.6177 -1.9966
C 1.5090 -1.2439 -0.3366
N 1.4416 -1.8138 1.0040
C 0.6931 -2.9013 1.2777
O -0.0586 -3.4368 0.5056
H 0.8268 -3.2401 2.3231
H 2.1057 -1.4709 1.6811
C 2.5806 -0.1785 -0.3636
C 3.8915 -0.5433 -0.0710
C 4.8983 0.4041 -0.0522
C 4.6076 1.7296 -0.3295
C 3.3083 2.0982 -0.6304
C 2.2981 1.1509 -0.6448
H 1.2919 1.4475 -0.8986
H 3.0768 3.1283 -0.8564
H 5.3931 2.4701 -0.3180
H 5.9116 0.1066 0.1731
H 4.1244 -1.5795 0.1321
H 1.7716 -2.0409 -1.0476
H -0.2941 -0.3141 1.1215
C -1.2922 2.1192 1.4410
H -1.0201 1.5844 2.3530
H -0.3883 2.2595 0.8494
H -1.6745 3.0959 1.7257
H -3.8886 2.7693 1.0297
H -5.5795 1.5114 -0.2469
H -4.9843 -0.6294 -1.3000
H -3.5296 -2.4651 -1.4945
H -1.9876 -2.5067 -0.6174
H -2.0685 -1.7580 -2.2007